(1)
Molecular formula: C44H88Cl8O26
Method: DFT, ωB97M-V with the def2-TZVPD basis set

Its net charge is 0.

Each line ends with the Mulliken charge.
Atoms and positions in Å:
C 2.816 -2.522 5.342  -0.488
Cl 4.082 -1.991 6.471  -0.192
Cl 2.139 -1.181 4.363  0.079
H 3.280 -3.173 4.613  0.237
H 2.010 -3.021 5.863  0.356
C -6.104 1.790 -2.299  0.208
Cl -7.819 1.566 -2.035  -0.186
Cl -5.109 0.916 -1.122  -0.020
H -5.791 1.439 -3.279  0.033
H -5.830 2.842 -2.297  -0.027
C -4.311 4.789 -0.321  -0.510
Cl -3.052 3.817 -1.113  0.020
Cl -5.490 5.434 -1.471  -0.174
H -4.854 4.213 0.419  0.191
H -3.770 5.631 0.096  0.426
C -2.353 -1.161 3.174  0.859
Cl -3.482 -1.595 1.853  -0.126
Cl -1.756 -2.573 3.992  -0.130
H -1.525 -0.687 2.654  -1.241
H -2.788 -0.434 3.850  0.626
C 2.074 2.579 5.632  -1.053
C 0.717 1.933 5.413  0.418
O -0.148 2.900 4.826  -0.365
C -1.229 2.415 4.208  0.820
O -1.603 1.270 4.281  -0.612
O -1.800 3.412 3.574  -0.229
C -3.106 3.275 3.057  -0.430
H 2.573 2.937 4.731  -0.079
H 2.729 1.899 6.175  0.426
H 1.995 3.500 6.221  0.394
H 0.324 1.613 6.377  0.363
H 0.900 1.066 4.779  -0.271
H -3.473 4.160 2.550  0.129
H -3.827 3.020 3.837  0.376
H -3.115 2.430 2.364  0.112
C -4.354 -5.371 3.606  -0.848
C -5.604 -5.266 2.758  -0.346
O -5.624 -4.217 1.800  -0.372
C -4.848 -4.425 0.741  0.935
O -4.177 -5.391 0.499  -0.632
O -5.089 -3.465 -0.146  -0.386
C -4.431 -3.534 -1.399  -0.171
H -4.426 -6.236 4.269  0.429
H -4.125 -4.462 4.164  0.173
H -3.454 -5.595 3.027  0.209
H -6.470 -5.106 3.398  0.345
H -5.731 -6.237 2.273  0.334
H -3.710 -2.715 -1.406  0.001
H -5.094 -3.328 -2.241  0.038
H -3.963 -4.486 -1.629  0.257
C 0.684 -2.331 1.238  2.024
C 1.582 -3.526 1.500  -0.551
O 0.801 -4.626 1.982  -0.207
C 0.605 -4.825 3.281  0.523
O 1.168 -4.264 4.182  -0.496
O -0.257 -5.828 3.367  -0.273
C -0.514 -6.383 4.642  -0.748
H -0.170 -2.640 0.629  -0.350
H 1.197 -1.545 0.689  -1.061
H 0.275 -1.967 2.181  -0.286
H 2.430 -3.272 2.134  0.088
H 1.901 -3.909 0.529  0.099
H -0.929 -5.655 5.341  0.273
H 0.369 -6.740 5.182  0.351
H -1.158 -7.240 4.475  0.247
C 1.838 -1.441 -2.757  0.256
C 1.045 -2.414 -3.622  -0.575
O 0.933 -3.623 -2.873  -0.384
C -0.179 -3.896 -2.210  0.658
O -1.151 -3.179 -2.197  -0.358
O -0.022 -5.069 -1.634  -0.437
C -1.006 -5.577 -0.722  -0.415
H 2.875 -1.715 -2.577  -0.132
H 1.307 -1.312 -1.811  -0.312
H 1.850 -0.461 -3.242  0.488
H 1.568 -2.605 -4.557  0.388
H 0.088 -1.968 -3.890  0.191
H -1.733 -6.161 -1.282  0.357
H -1.525 -4.772 -0.200  0.129
H -0.410 -6.108 0.015  0.221
C 4.866 1.139 3.608  -0.620
C 5.376 0.803 2.235  -0.007
O 4.632 -0.286 1.694  0.151
C 5.263 -1.287 1.076  0.416
O 6.429 -1.543 1.169  -0.589
O 4.353 -1.913 0.336  0.222
C 4.803 -3.086 -0.326  -1.011
H 5.279 2.070 3.996  0.450
H 5.075 0.341 4.322  0.322
H 3.792 1.303 3.514  -0.276
H 6.448 0.623 2.159  0.566
H 5.176 1.665 1.596  -0.352
H 4.121 -3.323 -1.139  0.205
H 4.812 -3.943 0.350  0.315
H 5.813 -2.991 -0.720  0.375
C 0.475 3.748 -2.497  -0.010
C 0.602 4.147 -3.967  -0.701
O -0.063 5.355 -4.230  -0.354
C 0.580 6.501 -4.040  0.806
O 1.739 6.615 -3.781  -0.562
O -0.234 7.487 -4.366  -0.343
C 0.224 8.817 -4.174  -0.654
H 1.113 4.453 -1.953  0.497
H 0.948 2.784 -2.311  -0.082
H -0.537 3.882 -2.119  -0.116
H 0.175 3.398 -4.639  0.337
H 1.656 4.174 -4.261  0.350
H -0.694 9.389 -4.046  0.235
H 0.760 9.258 -5.014  0.271
H 0.820 8.872 -3.264  0.327
O -0.312 2.539 0.511  -0.381
C 0.003 1.405 0.742  0.095
O -0.697 0.323 0.417  0.514
C -1.913 0.399 -0.299  1.289
C -1.620 0.537 -1.784  1.008
C 1.277 0.989 1.404  1.530
H -2.453 1.283 0.054  -0.182
H -2.592 -0.427 -0.129  -0.650
H -1.032 -0.296 -2.180  -0.260
H -1.148 1.475 -2.063  -0.289
H -2.531 0.485 -2.385  -0.649
H 1.851 0.213 0.903  -0.751
H 1.091 0.642 2.426  -0.554
H 1.951 1.831 1.571  -0.277
O 6.031 1.175 -1.352  -0.661
C 4.936 1.029 -1.841  0.068
O 4.677 0.333 -2.931  -0.136
C 5.675 -0.309 -3.722  -0.280
C 5.031 -1.043 -4.881  -1.086
C 3.728 1.651 -1.172  1.625
H 6.194 -1.068 -3.133  0.240
H 6.384 0.450 -4.052  0.389
H 5.851 -1.427 -5.488  0.423
H 4.389 -0.426 -5.513  0.304
H 4.380 -1.851 -4.547  0.172
H 3.970 1.610 -0.117  -1.077
H 2.932 0.931 -1.386  -0.659
H 3.462 2.637 -1.540  0.526
O -6.486 -0.654 -4.967  -0.620
C -5.464 -1.280 -4.841  0.703
O -5.339 -2.583 -5.012  -0.283
C -6.414 -3.400 -5.439  -0.207
C -5.903 -4.282 -6.577  -1.207
C -4.130 -0.610 -4.660  -0.270
H -7.271 -2.824 -5.792  0.323
H -6.781 -4.011 -4.614  0.301
H -5.015 -4.792 -6.196  0.296
H -5.508 -3.705 -7.417  0.312
H -6.674 -4.941 -6.968  0.384
H -3.367 -1.339 -4.377  0.117
H -4.116 0.160 -3.893  -0.269
H -3.750 -0.177 -5.586  0.353
O 2.267 6.391 0.987  -0.644
C 2.259 5.417 1.695  0.615
O 3.273 4.550 1.798  -0.176
C 4.467 4.850 1.075  0.083
C 5.468 5.590 1.948  -1.377
C 1.061 5.035 2.500  -0.208
H 4.204 5.362 0.148  0.431
H 4.876 3.890 0.764  0.022
H 5.084 6.569 2.236  0.360
H 6.392 5.761 1.394  0.417
H 5.731 5.053 2.859  0.251
H 0.472 5.917 2.742  0.542
H 1.312 4.392 3.337  -0.164
H 0.364 4.496 1.849  -0.157


(2)
Molecular formula: C13H16FNO2
Method: DFT, ωB97M-V with the def2-TZVPD basis set

The calculation puts the relative energy (zero: lowest compared OMol25 entry of this formula, charge and spin) at 2.4662 eV. The SMILES is CC1(C)CC(=O)C(F)C(=O)C1.c1ccncc1. Its net charge is 0.

Each line ends with the Mulliken charge.
Atoms and positions in Å:
F 1.716 0.035 1.794  -0.276
N 2.191 0.012 -2.721  -0.419
C 2.288 -1.172 -3.267  -0.141
C 2.577 -1.235 -4.629  -0.440
C 2.714 0.007 -5.285  -0.142
C 2.570 1.249 -4.635  -0.454
C 2.286 1.186 -3.274  -0.125
H 2.148 -2.078 -2.717  0.360
H 2.668 -2.211 -5.124  0.331
H 2.957 0.001 -6.336  0.345
H 2.656 2.218 -5.138  0.338
H 2.144 2.100 -2.729  0.352
C -3.265 -0.011 1.030  -2.020
C -1.937 -0.005 1.753  1.833
C -2.119 -0.021 3.266  -1.926
C -1.167 -1.270 1.470  -0.954
C 0.008 -1.366 2.447  0.467
O 0.523 -2.394 2.815  -0.567
C 0.774 0.008 2.725  -0.108
C -0.014 1.378 2.513  0.477
O 0.448 2.414 2.940  -0.571
C -1.169 1.277 1.500  -0.936
H -3.064 -0.014 -0.048  0.416
H -3.823 -0.916 1.301  0.428
H -3.827 0.891 1.300  0.434
H -1.141 -0.019 3.770  0.583
H -2.641 0.852 3.644  0.400
H -2.635 -0.897 3.644  0.392
H -1.829 -2.129 1.642  0.394
H -0.768 -1.387 0.471  0.425
H 1.318 -0.011 3.695  0.300
H -0.728 1.388 0.516  0.412
H -1.858 2.118 1.667  0.392


no.,orbital gap (eV),highest occupied orbital energy (eV)
1,10.4604,-10.07
2,9.8217,-9.20